(1)
Molecular formula: C17H49K2O11
Method: DFT, wB97M-V/def2-TZVPD

```
79
Properties=species:S:1:pos:R:3:forces:R:3
K -1.8487 1.1735 -2.9540 -0.2 -0.3 0.5
K 2.6654 1.8607 -2.1450 -0.1 -0.1 0.6
O 1.3634 -0.3076 -0.6223 -0.2 0.7 -0.2
C 0.1413 0.2886 -0.4361 -1.3 -0.6 0.6
O -0.0062 1.4972 -0.7640 0.7 -0.2 -0.8
O -0.7582 -0.4405 0.0288 0.4 0.1 -0.1
H 1.2296 -1.1898 -0.2454 0.3 -0.1 0.0
C 1.1497 -3.2481 1.3967 0.3 -0.1 0.2
C 2.1603 -3.5847 0.2934 -0.1 -0.1 0.6
O 2.2319 -4.9855 0.0811 0.1 0.1 -0.3
H 0.3121 -3.9459 1.3827 -0.1 0.1 -0.2
H 0.7437 -2.2351 1.3767 0.0 0.0 -0.1
H 1.6325 -3.3740 2.3669 -0.1 0.0 0.0
H 3.1623 -3.3181 0.6294 0.0 0.2 -0.2
H 1.9640 -3.0429 -0.6427 -0.1 -0.1 -0.1
H 1.4117 -5.2839 -0.3239 0.0 0.0 0.1
C -1.1029 -2.8237 -2.5974 -0.4 -0.2 0.6
C -0.8924 -2.4492 -4.0326 0.1 1.2 0.1
O -0.5215 -1.0123 -4.0508 0.1 -0.2 0.1
H -1.5128 -3.8299 -2.4791 0.3 -0.1 -0.2
H -1.8450 -2.1963 -2.0955 0.1 0.2 -0.2
H -0.1752 -2.7417 -2.0287 0.0 -0.1 0.0
H -1.8037 -2.5078 -4.6240 0.0 -0.4 -0.1
H -0.0696 -2.9955 -4.4872 -0.1 -0.2 -0.1
H 0.0578 -0.8699 -4.8041 -0.1 -0.1 -0.1
C 4.4050 -1.9806 -2.5046 -0.6 0.4 0.1
C 3.1230 -1.7563 -3.2867 0.0 -0.1 -0.2
O 3.3310 -0.6129 -4.1495 -0.1 0.3 0.4
H 4.4222 -1.2832 -1.6623 0.2 0.0 0.0
H 5.2582 -1.7912 -3.1504 0.1 -0.2 0.0
H 4.4349 -2.9863 -2.0923 0.1 -0.1 -0.1
H 2.2795 -1.5551 -2.6198 0.0 -0.1 0.0
H 2.8649 -2.6332 -3.8893 0.1 0.1 -0.1
H 2.5420 -0.4739 -4.6801 0.0 -0.2 -0.1
C -4.6274 -2.1087 -0.1819 0.2 -0.2 0.2
C -4.5552 -0.6392 -0.5230 0.5 0.1 0.2
O -3.2838 -0.3069 -1.1187 -0.2 0.2 -0.3
H -3.7998 -2.3746 0.4827 0.0 0.1 0.0
H -4.5500 -2.7442 -1.0647 -0.1 0.1 -0.1
H -5.5372 -2.3509 0.3688 -0.1 0.0 -0.2
H -4.6785 -0.0418 0.3853 -0.1 0.0 0.0
H -5.3186 -0.3288 -1.2334 0.0 -0.1 -0.1
H -2.5621 -0.4515 -0.4808 0.0 0.0 0.0
C -3.5055 3.0726 2.4323 -0.2 0.5 -0.1
C -2.6585 2.5233 1.3177 0.7 -0.1 -0.1
O -1.2848 2.6118 1.7152 -0.1 0.0 0.2
H -4.5189 3.3006 2.0957 0.0 -0.2 0.0
H -3.0903 4.0273 2.7604 0.1 -0.1 0.1
H -3.5552 2.3811 3.2698 0.1 0.0 0.1
H -2.7506 3.1013 0.3881 -0.4 0.0 0.0
H -2.9138 1.4765 1.1174 0.0 0.1 -0.1
H -0.7556 2.2365 1.0020 -0.1 -0.1 0.0
C 1.5578 6.1958 -0.1905 -0.1 0.5 -0.3
C 0.7973 4.9409 0.1445 0.0 0.0 -0.1
O 1.1861 3.9142 -0.7775 0.1 -0.2 -0.2
H 1.2109 7.0405 0.4089 0.0 -0.2 0.2
H 1.3953 6.4984 -1.2283 0.0 -0.2 0.0
H 2.6328 6.0943 -0.0398 0.0 -0.1 0.1
H -0.2810 5.0974 0.0609 0.0 0.1 0.0
H 0.9983 4.6404 1.1764 0.0 -0.1 -0.1
H 0.5883 3.1526 -0.6872 0.1 0.1 0.2
C -1.9383 -2.1740 4.6008 -0.3 0.1 0.0
C -1.8424 -1.2411 3.4110 0.2 -0.2 0.0
O -2.0103 -1.9912 2.2050 -0.1 0.0 0.2
H -1.3069 -3.0482 4.4491 0.1 0.1 0.0
H -2.9584 -2.5263 4.7640 0.0 0.0 -0.1
H -1.6263 -1.6417 5.5001 0.0 -0.1 0.0
H -0.8517 -0.7700 3.4290 -0.1 0.1 -0.1
H -2.5949 -0.4477 3.4589 0.0 0.0 0.1
H -1.6129 -1.4840 1.4903 0.1 0.1 -0.1
C 2.2955 2.2667 2.2374 0.1 -0.5 -0.4
C 3.5821 2.6130 1.5330 0.2 0.3 0.1
O 3.8737 1.5489 0.6060 -0.1 0.3 -0.5
H 2.0155 3.0385 2.9478 -0.1 0.0 0.0
H 2.3917 1.3023 2.7399 0.1 0.1 0.2
H 1.5177 2.1106 1.4861 -0.1 0.3 0.1
H 4.4131 2.7449 2.2343 -0.1 -0.3 0.0
H 3.5012 3.5727 1.0062 -0.2 -0.1 -0.1
H 4.6610 1.8027 0.1131 0.2 -0.1 0.3
```
Forces are in eV/Å.

LUMO level   -3.386 eV
HOMO   -11.728 eV
Total charge   +1
Molar mass   507.8 g/mol

(2)
Molecular formula: C3HIN2
Method: DFT, wB97M-V/def2-TZVPD

```
7
Properties=species:S:1:pos:R:3:forces:R:3
C -0.2439 0.5229 1.1698 0.1 -0.1 2.0
C -0.7502 -0.9175 -0.7297 -0.3 -1.3 0.5
C -0.2366 0.2690 -0.2038 2.5 0.2 -1.0
N -0.2071 0.5951 2.3293 -0.2 0.1 -1.3
N -1.2140 -1.9358 -1.0063 0.0 0.2 -0.3
I 2.6838 0.4706 -0.6136 -1.8 -0.4 0.3
H -0.0321 0.9957 -0.9457 -0.3 1.2 -0.2
```
Forces are in eV/Å.

LUMO level (spin up / spin down)   -4.089 / -4.087 eV
HOMO (spin up / spin down)   -10.312 / -10.306 eV
Total charge   0
Molar mass   192.0 g/mol
Energy above the lowest of the compared OMol25 structures with the same formula, charge and spin   137.03 kJ/mol

(3)
Molecular formula: C2H7N2O3P
Method: DFT, wB97M-V/def2-TZVPD

```
15
Properties=species:S:1:pos:R:3:forces:R:3
C 0.6196 -1.4181 0.9714 1.7 1.8 -3.5
C 0.0789 -0.8498 -0.3837 0.8 0.5 0.0
N 0.7826 2.1378 -0.7471 0.3 -0.4 4.6
N 1.5771 1.0144 -0.4448 -0.5 -1.5 0.7
O -2.3035 -1.3427 0.5260 0.8 1.3 0.3
O -2.3131 0.1993 -1.4689 0.3 0.2 -1.0
O -1.4935 1.1715 0.6620 0.9 1.0 1.6
P -1.6634 -0.0797 -0.1360 -1.3 -3.3 -1.5
H -0.1436 -1.2024 1.6580 -0.7 -0.3 1.4
H 1.5442 -0.7640 1.0680 -0.6 -1.2 0.8
H 0.9173 -2.4367 0.7562 -0.1 -0.4 0.8
H 0.4688 -1.4235 -1.3067 -0.9 1.1 1.3
H -0.0388 1.9327 -0.1242 -0.3 1.0 -0.8
H 0.4713 2.1861 -1.6559 -0.5 -0.6 -2.5
H 1.4960 0.8750 0.6257 -0.1 0.8 -2.2
```
Forces are in eV/Å.

LUMO level (spin up / spin down)   7.218 / 7.213 eV
HOMO (spin up / spin down)   0.955 / 0.495 eV
Total charge   -2
Molar mass   138.1 g/mol
Energy above the lowest of the compared OMol25 structures with the same formula, charge and spin   281.31 kJ/mol

(4)
Molecular formula: H24O12
Method: DFT, wB97M-V/def2-TZVPD

```
36
Properties=species:S:1:pos:R:3:forces:R:3
O 2.5931 1.8380 -0.5430 0.5 -0.2 1.2
H 3.1694 1.7449 0.2629 -0.5 -0.1 -1.4
H 3.0596 2.3781 -1.1891 0.1 0.1 0.2
O -0.2604 0.0702 -0.2318 -0.9 1.2 -0.5
H 0.6331 0.3862 -0.1579 0.9 0.0 0.4
H -0.2303 -0.8463 -0.0333 0.3 -1.5 0.6
O 0.8410 1.1874 2.9683 1.8 -3.8 0.9
H 0.7779 1.7048 2.2276 -0.8 2.5 -2.9
H 0.4561 1.5911 3.6848 -1.3 1.5 2.4
O 1.0704 -3.1937 2.0148 0.0 -0.1 -0.4
H 0.2204 -3.2335 1.5594 0.0 0.2 -0.3
H 0.7993 -3.4183 2.8956 0.2 -0.2 0.9
O 2.0667 -0.6551 1.3962 -1.7 0.9 2.0
H 1.4943 -1.4180 1.6575 1.0 -0.2 -0.6
H 1.6862 -0.0449 2.1226 1.2 -0.9 -1.4
O 0.4689 2.9028 0.8741 -2.7 3.4 2.9
H 0.6035 3.8047 1.3608 -0.2 -2.6 -1.6
H 1.2719 2.6286 0.5289 2.8 -0.5 -1.6
O -1.9040 -1.7640 -2.7481 2.6 -1.2 -3.5
H -1.1914 -2.1512 -2.2638 0.9 -0.3 0.2
H -2.5167 -1.5979 -2.1238 -3.6 1.2 3.2
O -1.2093 -2.6139 0.7105 -1.6 4.3 3.3
H -2.0563 -2.1784 0.3717 0.4 1.2 1.8
H -1.3162 -3.1201 0.0109 0.8 -5.4 -5.4
O -2.4220 2.0415 0.0745 -1.6 1.2 0.7
H -1.6516 1.7876 0.5257 2.6 -1.4 0.1
H -2.6310 2.6901 0.7720 -1.0 0.2 -0.8
O -3.1815 -0.8550 -0.2868 -1.2 -1.6 0.3
H -2.5415 -0.1895 -0.0756 0.4 1.3 0.2
H -3.9309 -0.8060 0.3414 0.8 0.3 -0.6
O -0.5289 0.6466 -2.9038 -0.6 -2.6 3.1
H 0.0466 1.2424 -3.2913 2.0 1.8 -1.1
H -0.0827 0.3180 -2.0261 -1.6 1.2 -2.3
O 2.3528 -0.2640 -3.0845 -1.8 -1.5 -0.3
H 1.4702 -0.8873 -3.1225 3.3 3.0 1.0
H 2.5731 0.2740 -2.2785 -1.4 -1.4 -0.7
```
Forces are in eV/Å.

LUMO level   -0.174 eV
HOMO   -9.930 eV
Total charge   0
SMILES   O.O.O.O.O.O.O.O.O.O.O.O
Molar mass   216.2 g/mol
Energy above the lowest of the compared OMol25 structures with the same formula, charge and spin   364.31 kJ/mol

(5)
Molecular formula: C2HO4Pt
Method: DFT, wB97M-V/def2-TZVPD

```
8
Properties=species:S:1:pos:R:3:forces:R:3
O 0.8156 2.5517 -0.0289 -1.3 -0.9 0.3
C 0.0522 1.6582 -0.1907 -0.6 2.9 -2.8
O 0.3457 0.4005 0.1772 -2.3 1.2 -3.3
C -0.6713 -0.7279 -0.2653 -6.0 2.3 2.0
O -1.8392 -0.4826 -0.1670 2.5 -0.2 -2.0
O -0.0232 -1.7666 0.0272 0.0 -3.4 -2.3
Pt 1.0898 -0.8898 1.2332 6.3 -3.0 6.8
H -0.8995 1.5243 -0.8594 1.3 1.2 1.3
```
Forces are in eV/Å.

Spin multiplicity   3
LUMO level (spin up / spin down)   -7.411 / -9.394 eV
HOMO (spin up / spin down)   -15.774 / -16.215 eV
Total charge   +1
Molar mass   284.1 g/mol
Energy above the lowest of the compared OMol25 structures with the same formula, charge and spin   127.81 kJ/mol

(6)
Molecular formula: C4H6N2O2
Method: DFT, wB97M-V/def2-TZVPD

```
14
Properties=species:S:1:pos:R:3:forces:R:3
C 1.3104 -0.0056 0.0276 5.9 4.3 -3.2
C 0.0261 -0.0062 0.6626 -1.1 0.9 2.4
C -0.9643 -1.0167 0.4984 -1.8 -5.1 0.3
C -1.9823 -0.6270 -0.4566 -1.8 5.0 -2.0
H 3.0289 -0.6541 -0.6902 -4.1 -2.1 1.4
H 0.1472 0.1820 1.7494 1.0 -0.8 -0.3
H -1.4496 -1.2886 1.4245 -0.3 0.2 0.6
H -0.6915 -1.9775 0.1435 1.3 -1.2 -0.1
H -2.7753 -1.2998 -0.9757 1.6 1.4 1.1
H -0.2483 1.9562 0.1059 -0.9 -1.0 -0.3
N -1.9611 0.7085 -0.6436 2.5 -3.4 2.0
N -0.7845 1.1049 0.3701 -2.9 3.0 -2.4
O 2.0633 -1.1559 -0.3517 1.8 4.7 -0.1
O 1.7953 1.1960 -0.1776 -1.4 -5.9 0.7
```
Forces are in eV/Å.

LUMO level   0.405 eV
HOMO   -8.933 eV
Total charge   0
SMILES   O=C(O)[C@@H]1CC=NN1
Molar mass   114.1 g/mol
Energy above the lowest of the compared OMol25 structures with the same formula, charge and spin   403.63 kJ/mol

(7)
Molecular formula: C7H7BrO
Method: DFT, wB97M-V/def2-TZVPD

```
16
Properties=species:S:1:pos:R:3:forces:R:3
C 0.0305 -1.8629 -0.1590 -0.7 0.2 0.0
C 1.4182 -1.5226 -0.1459 0.7 0.6 0.0
C -0.9324 -0.9257 -0.0770 0.2 -0.3 -0.2
C 1.7965 -0.2328 -0.0587 0.2 -0.6 0.0
C 0.8429 0.8602 -0.1901 0.3 0.2 0.7
C -0.6229 0.5006 -0.1867 -0.3 0.0 0.8
C -1.6354 1.4776 0.3605 0.2 -0.1 -0.2
O 0.0620 0.8936 -1.3483 -0.1 0.2 -1.1
Br 3.5946 0.2460 0.3051 -0.1 0.0 -0.1
H -0.2246 -2.9113 -0.1355 -0.1 -0.1 0.0
H 2.1489 -2.3151 -0.0998 0.1 0.0 0.0
H -1.9657 -1.1948 0.0761 -0.1 -0.1 0.0
H 1.1505 1.8341 0.1833 0.0 0.0 0.0
H -1.2988 2.4982 0.1972 0.0 0.1 0.0
H -1.7760 1.3104 1.4262 0.0 0.0 0.1
H -2.5883 1.3445 -0.1475 -0.1 0.0 0.0
```
Forces are in eV/Å.

LUMO level   0.374 eV
HOMO   -8.761 eV
Total charge   0
SMILES   C[C@]12C=CC=C(Br)[C@H]1O2
Molar mass   187.0 g/mol
Energy above the lowest of the compared OMol25 structures with the same formula, charge and spin   0.00 kJ/mol

Question: The lowest molar mass belongs to which entry?
Answer: C4H6N2O2

Question: total charge of number 1 (C17H49K2O11)?
Answer: +1

Question: What is the formula in the fourth record?
Answer: H24O12